ORCA calculation (the ωB97M-V functional and the def2-TZVPD basis) on a 26-piece molecular cluster, C9H68NO26 overall in a non-equilibrium geometry.

```
104
Properties=species:S:1:pos:R:3:forces:R:3
C -13.302 12.529 -25.897 -1.048 2.138 -1.309
C -14.231 13.256 -24.837 -0.785 0.625 2.093
C -13.797 12.499 -23.590 0.491 -2.116 -0.217
C -14.208 12.869 -22.218 -0.417 2.048 0.293
C -14.004 14.382 -22.049 0.146 0.372 -0.020
C -14.497 15.323 -23.208 -1.202 -1.978 -0.460
N -13.939 14.736 -24.523 0.634 0.268 -1.283
O -14.138 15.578 -25.723 -0.335 -1.095 1.869
C -13.916 16.724 -22.961 0.435 0.229 -0.706
C -16.096 15.421 -23.122 0.500 1.039 -0.256
C -15.777 13.014 -24.975 0.460 0.281 -0.605
H -13.436 12.968 -26.885 -0.338 0.293 -0.160
H -13.522 11.475 -26.068 -0.082 -0.101 0.717
H -12.239 12.710 -25.739 -0.062 -0.175 0.628
H -12.716 12.409 -23.701 0.246 0.286 0.689
H -14.122 11.461 -23.659 -0.110 -0.430 -0.663
H -13.686 12.274 -21.468 0.435 0.191 0.033
H -15.252 12.680 -21.968 -0.353 -0.218 -0.542
H -12.943 14.625 -21.975 0.191 -0.190 0.342
H -14.526 14.638 -21.127 0.174 0.591 0.209
H -14.117 17.145 -21.975 -0.242 -0.456 0.304
H -14.239 17.492 -23.663 -0.419 -0.359 -0.306
H -12.834 16.729 -23.092 0.164 -0.351 0.060
H -16.407 16.290 -22.543 0.346 0.496 0.088
H -16.694 14.659 -22.621 0.550 -0.715 -0.272
H -16.475 15.609 -24.127 -0.026 -0.187 -0.089
H -16.321 13.161 -24.041 0.495 -0.169 0.210
H -16.013 12.001 -25.298 0.044 -0.111 -0.301
H -16.232 13.759 -25.628 0.213 -0.117 -0.454
O -6.096 11.504 -28.366 0.031 -0.285 0.032
H -5.411 12.168 -28.288 0.179 0.156 0.057
H -6.820 11.955 -28.800 -0.237 0.116 -0.071
O -6.784 11.611 -21.893 -0.081 -0.222 0.145
H -5.828 11.551 -21.898 0.223 -0.031 0.030
H -6.982 12.338 -22.482 -0.201 0.263 -0.186
O -8.414 8.028 -25.575 -0.071 -0.218 -0.220
H -7.896 8.779 -25.865 0.119 0.226 -0.085
H -8.406 8.086 -24.620 -0.066 -0.008 0.310
O -10.587 20.849 -27.581 0.067 0.138 -0.244
H -10.340 21.320 -26.785 0.058 0.118 0.188
H -11.046 20.071 -27.266 -0.145 -0.271 0.059
O -8.755 7.715 -30.412 -0.156 -0.103 -0.186
H -8.807 8.029 -29.509 -0.063 0.059 0.286
H -7.859 7.915 -30.684 0.220 0.042 -0.075
O -8.689 13.449 -16.986 0.143 -0.136 0.186
H -8.987 13.378 -17.893 -0.050 -0.061 -0.283
H -9.113 14.240 -16.655 -0.089 0.193 0.082
O -22.926 13.084 -21.134 -0.148 -0.152 0.152
H -22.123 12.999 -21.649 0.224 -0.069 -0.131
H -23.188 13.998 -21.247 -0.077 0.218 -0.023
O -9.347 7.415 -21.035 0.136 -0.178 -0.193
H -8.937 8.243 -20.784 0.119 0.258 0.033
H -10.099 7.332 -20.448 -0.244 -0.048 0.142
O -12.002 7.360 -16.902 0.016 -0.139 -0.212
H -11.353 7.235 -16.209 0.189 -0.046 0.143
H -12.642 7.964 -16.526 -0.211 0.203 0.050
O -8.814 14.908 -24.275 0.359 -0.097 0.203
H -9.686 15.282 -24.149 -0.384 0.045 0.053
H -8.698 14.884 -25.225 -0.016 0.003 -0.274
O -9.326 15.479 -28.631 0.333 0.044 0.073
H -10.226 15.438 -28.307 -0.361 0.030 0.190
H -9.337 14.962 -29.436 -0.028 -0.092 -0.192
O -16.856 20.733 -26.629 -0.010 0.329 0.097
H -16.501 19.894 -26.333 0.132 -0.294 0.145
H -17.124 20.574 -27.534 -0.088 -0.058 -0.249
O -14.740 15.100 -14.335 -0.097 -0.213 -0.132
H -15.259 15.481 -13.626 -0.174 0.080 0.175
H -13.932 15.613 -14.344 0.235 0.106 -0.066
O -17.808 6.166 -24.763 -0.268 -0.001 -0.040
H -17.091 6.217 -24.131 0.162 0.060 0.236
H -17.383 5.946 -25.592 0.104 -0.052 -0.201
O -14.103 24.939 -26.181 0.068 0.201 0.219
H -13.941 25.100 -27.111 0.068 0.039 -0.216
H -14.604 24.124 -26.163 -0.151 -0.281 0.023
O -16.417 18.850 -30.744 -0.150 0.271 -0.101
H -15.640 18.874 -30.185 0.232 -0.014 0.155
H -16.636 17.920 -30.811 -0.070 -0.271 -0.010
O -15.811 10.707 -15.431 0.098 -0.240 -0.115
H -15.463 11.589 -15.301 0.122 0.291 -0.025
H -16.487 10.615 -14.759 -0.192 -0.044 0.130
O -16.886 13.566 -31.213 -0.088 0.180 -0.186
H -16.658 13.478 -30.287 0.111 0.048 0.317
H -16.944 12.666 -31.533 -0.006 -0.199 -0.097
O -18.320 15.807 -17.229 -0.231 -0.019 0.159
H -18.169 16.293 -18.041 0.012 0.093 -0.250
H -17.445 15.671 -16.866 0.250 -0.084 0.101
O -16.908 7.229 -19.470 -0.154 -0.106 -0.164
H -16.611 8.101 -19.209 0.060 0.277 0.024
H -16.515 6.639 -18.827 0.102 -0.166 0.135
O -21.591 8.310 -27.501 -0.217 0.036 0.049
H -21.508 8.134 -28.439 -0.016 -0.031 -0.227
H -20.698 8.244 -27.164 0.235 -0.010 0.194
O -13.727 24.218 -21.227 0.189 -0.004 0.229
H -13.711 24.638 -22.087 0.059 0.099 -0.269
H -14.641 23.963 -21.102 -0.219 -0.108 0.042
O -11.502 4.233 -25.084 -0.149 -0.169 0.155
H -11.279 3.859 -25.936 0.057 -0.098 -0.198
H -11.194 5.138 -25.131 0.104 0.285 0.042
O -10.460 22.119 -18.480 0.169 -0.183 0.053
H -10.515 22.729 -17.745 0.002 0.134 0.178
H -11.080 22.462 -19.123 -0.194 0.065 -0.252
O -22.200 14.355 -27.002 -0.214 0.059 0.133
H -21.334 13.989 -26.823 0.242 -0.093 0.102
H -22.222 14.464 -27.952 -0.021 0.042 -0.225
```
Positions in Å, forces in eV/Å.

## Properties
E_tot: -65158.00453 eV
Net charge: -1
Lowest unoccupied orbital energy: 1.503 eV

Results of the Löwdin charge analysis, in e, for atoms 1 through 99: C -0.054; C -0.449; C -0.230; C -0.205; C -0.157; C -0.453; N -0.177; O -0.405; C -0.080; C -0.064; C -0.049; H 0.054; H 0.069; H 0.067; H 0.104; H 0.109; H 0.104; H 0.097; H 0.101; H 0.101; H 0.068; H 0.064; H 0.066; H 0.050; H 0.053; H 0.061; H 0.042; H 0.064; H 0.061; O -0.055; H 0.029; H 0.027; O -0.055; H 0.025; H 0.028; O -0.056; H 0.026; H 0.028; O -0.059; H 0.026; H 0.032; O -0.053; H 0.027; H 0.026; O -0.057; H 0.032; H 0.026; O -0.056; H 0.030; H 0.026; O -0.055; H 0.028; H 0.028; O -0.054; H 0.027; H 0.028; O -0.058; H 0.030; H 0.021; O -0.058; H 0.035; H 0.023; O -0.058; H 0.033; H 0.022; O -0.053; H 0.028; H 0.029; O -0.056; H 0.031; H 0.025; O -0.058; H 0.028; H 0.029; O -0.058; H 0.030; H 0.030; O -0.054; H 0.025; H 0.027; O -0.058; H 0.032; H 0.025; O -0.056; H 0.031; H 0.023; O -0.054; H 0.029; H 0.025; O -0.054; H 0.025; H 0.029; O -0.055; H 0.028; H 0.029; O -0.055; H 0.026; H 0.029; O -0.054

***

ORCA calculation (the ωB97M-V functional and the def2-TZVPD basis) on one molecule with the formula C4H7NO in a non-equilibrium geometry.

```
13
Properties=species:S:1:pos:R:3:forces:R:3
C 1.797 0.414 0.416 0.265 0.189 0.011
O 0.759 -0.542 0.398 -0.051 -0.052 0.084
C -0.347 -0.308 -0.439 -0.178 -0.065 -0.076
C -1.558 -0.898 0.273 -0.084 -0.050 0.022
C -0.590 1.121 -0.757 -0.139 0.968 -0.230
N -0.811 2.216 -1.058 0.235 -1.063 0.351
H 1.496 1.311 0.973 0.051 -0.080 -0.122
H 2.118 0.712 -0.590 -0.054 -0.087 0.088
H 2.633 -0.063 0.932 -0.102 0.115 -0.087
H -0.191 -0.806 -1.408 0.000 0.077 0.115
H -1.369 -1.957 0.463 -0.034 0.131 -0.050
H -1.687 -0.390 1.232 -0.028 -0.065 -0.142
H -2.469 -0.789 -0.321 0.120 -0.017 0.035
```
Positions in Å, forces in eV/Å.

## Properties
E_tot: -7798.03705 eV
SMILES: CO[C@@H](C)C#N
Net charge: 0
Lowest unoccupied orbital energy: 0.890 eV

In the Löwdin picture, each atom carries the following charge in e: C -0.099; O -0.159; C -0.403; C -0.032; C -0.179; N 0.167; H 0.093; H 0.095; H 0.092; H 0.154; H 0.088; H 0.093; H 0.089

***

ORCA calculation (the ωB97M-V functional and the def2-TZVPD basis) on C27H31N9SSeSr as an isolated structure.

```
70
Properties=species:S:1:pos:R:3:forces:R:3
Sr 0.074 0.156 0.575 0.303 -0.658 0.300
C -2.494 0.909 -1.706 0.013 -0.069 -0.016
N -1.364 1.573 -1.055 0.277 -0.120 0.279
C -0.482 2.225 -2.035 -0.169 0.095 -0.089
C 0.949 2.480 -1.616 -0.202 0.439 0.105
C 1.490 3.738 -1.837 0.389 -0.178 -0.009
C 2.840 3.936 -1.576 -0.132 0.053 -0.031
C 3.589 2.882 -1.082 0.027 -0.046 0.011
C 2.955 1.674 -0.847 0.043 -0.010 -0.030
N 1.659 1.468 -1.108 -0.170 -0.017 0.149
C -1.878 2.418 0.051 -0.125 -0.135 -0.304
C -0.850 3.279 0.727 -0.232 0.200 -0.331
C -0.840 4.637 0.458 0.315 0.116 0.368
C 0.128 5.421 1.074 -0.062 -0.011 -0.056
C 1.049 4.811 1.909 -0.014 -0.026 0.004
C 0.960 3.443 2.115 -0.016 -0.015 0.118
N 0.017 2.680 1.553 0.113 -0.033 -0.318
C -3.097 -0.226 -0.910 -0.113 -0.061 -0.029
C -4.435 -0.541 -1.104 0.000 0.003 0.008
C -4.968 -1.653 -0.476 -0.017 0.002 -0.005
C -4.146 -2.414 0.340 0.025 -0.011 0.009
C -2.833 -2.018 0.501 0.049 0.042 0.013
N -2.303 -0.947 -0.108 0.049 0.192 0.010
H -3.288 1.626 -1.949 0.029 0.028 -0.042
H -2.149 0.493 -2.655 0.020 -0.013 0.011
H -0.429 1.533 -2.877 -0.027 0.143 -0.120
H -0.902 3.171 -2.395 -0.088 -0.060 -0.068
H 0.878 4.541 -2.224 -0.019 -0.014 -0.030
H 3.296 4.900 -1.758 0.011 -0.006 0.006
H 4.644 2.987 -0.874 -0.001 0.003 0.002
H 3.503 0.831 -0.444 -0.010 -0.006 0.000
H -2.689 3.054 -0.320 -0.037 -0.002 0.052
H -2.307 1.728 0.786 -0.184 0.090 0.043
H -1.569 5.077 -0.208 -0.033 -0.034 0.006
H 0.163 6.488 0.900 0.012 -0.001 0.008
H 1.821 5.382 2.404 0.007 -0.009 0.005
H 1.659 2.940 2.772 0.003 -0.011 -0.012
H -5.047 0.075 -1.750 0.005 0.004 0.001
H -6.006 -1.920 -0.622 0.001 0.000 0.000
H -4.514 -3.297 0.843 -0.002 0.001 0.001
H -2.161 -2.569 1.148 -0.011 -0.016 0.007
N 0.462 -4.004 0.290 -0.018 0.000 -0.076
N 1.756 -4.203 0.761 0.027 0.014 0.050
C 2.699 -3.260 0.867 -0.076 -0.008 0.001
N 3.878 -3.638 1.361 0.027 -0.006 0.016
S 2.476 -1.652 0.362 0.011 0.051 -0.108
H 0.501 -3.697 -0.676 0.003 -0.008 -0.001
H 0.023 -3.285 0.860 -0.005 -0.014 0.015
H 1.949 -5.145 1.062 0.013 0.000 0.002
H 4.083 -4.593 1.605 0.000 0.000 0.000
H 4.615 -2.958 1.429 -0.005 0.003 -0.001
C -2.315 -4.135 3.713 0.010 -0.007 0.009
N -2.467 -2.765 4.172 -0.012 -0.008 0.001
C -1.614 -1.750 3.964 -0.025 -0.027 -0.021
Se -0.002 -1.809 3.030 0.015 0.159 0.088
N -2.115 -0.665 4.585 0.009 -0.010 -0.001
C -3.312 -0.980 5.224 0.007 0.001 -0.010
C -4.190 -0.231 5.993 -0.003 0.001 0.007
C -5.306 -0.891 6.475 0.005 0.004 -0.002
C -5.536 -2.245 6.200 -0.001 -0.005 -0.002
C -4.657 -2.989 5.433 -0.007 0.001 0.001
C -3.538 -2.323 4.953 -0.011 0.004 -0.003
H -1.355 -4.234 3.215 -0.003 0.002 -0.009
H -3.120 -4.389 3.023 -0.003 -0.001 0.004
H -2.350 -4.809 4.567 0.005 0.000 0.001
H -1.612 0.204 4.641 0.004 0.003 0.008
H -4.012 0.813 6.213 0.001 0.000 0.000
H -6.018 -0.350 7.083 0.000 -0.001 0.001
H -6.420 -2.720 6.600 0.000 0.002 0.002
H -4.834 -4.036 5.229 0.004 -0.001 -0.001
```
Positions in Å, forces in eV/Å.

## Properties
E_tot: -118922.51941 eV
Net charge: +2
Lowest unoccupied orbital energy: -4.831 eV

In the Löwdin picture, each atom carries the following charge in e: Sr 1.140; C -0.127; N -0.261; C -0.108; C -0.289; C -0.009; C -0.020; C -0.028; C -0.128; N 0.005; C -0.137; C -0.303; C -0.006; C -0.020; C -0.025; C -0.103; N 0.023; C -0.265; C 0.003; C -0.019; C -0.031; C -0.130; N 0.022; H 0.138; H 0.142; H 0.138; H 0.139; H 0.124; H 0.124; H 0.120; H 0.071; H 0.138; H 0.123; H 0.129; H 0.126; H 0.121; H 0.123; H 0.127; H 0.126; H 0.113; H 0.059; N 0.028; N -0.076; C -0.847; N 0.120; S 0.545; H 0.086; H -0.047; H 0.154; H 0.124; H 0.106; C -0.007; N -0.062; C -0.707; Se 0.627; N 0.128; C -0.170; C 0.004; C -0.058; C -0.055; C 0.008; C -0.154; H 0.055; H 0.097; H 0.110; H 0.156; H 0.120; H 0.116; H 0.116; H 0.120

***

ORCA calculation (the ωB97M-V functional and the def2-TZVPD basis) on C6H7Cl2N3O as an isolated structure in a non-equilibrium geometry.

```
19
Properties=species:S:1:pos:R:3:forces:R:3
C 0.261 -0.242 0.628 -0.807 0.755 -1.263
C -0.721 0.189 -0.205 1.460 3.625 -1.866
C -1.251 -1.721 0.414 -0.133 -1.188 0.363
C 1.454 0.646 0.887 -1.591 -1.782 1.104
C 0.975 2.169 -0.983 0.121 -1.896 0.709
C -2.046 -3.013 0.553 2.132 1.470 -0.556
N -0.080 -1.550 0.990 -1.539 0.969 -0.639
N -0.403 1.949 -1.318 -2.615 -3.349 1.906
N 1.131 1.969 0.509 0.079 2.340 -1.484
O -1.723 -0.678 -0.391 1.391 -0.749 1.130
Cl -0.668 1.631 -3.026 0.568 -0.058 1.091
Cl 2.702 2.673 0.859 0.077 1.438 -0.122
H 1.750 0.763 1.949 -0.047 -1.011 -0.641
H 2.225 0.450 0.201 1.696 -1.703 -0.175
H 1.652 1.596 -1.646 0.166 -0.089 0.659
H 1.120 3.184 -1.116 0.548 2.140 -0.524
H -2.504 -3.294 -0.355 -1.045 -0.007 -0.878
H -1.214 -3.682 0.635 0.216 -0.889 0.578
H -2.661 -3.039 1.416 -0.677 -0.017 0.607
```
Positions in Å, forces in eV/Å.

## Properties
E_tot: -37891.66429 eV
Net charge: 0
Lowest unoccupied orbital energy (alpha / beta): -0.492 / -0.492 eV

In the Löwdin picture, each atom carries the following charge in e: C -0.211; C -0.038; C -0.326; C -0.308; C -0.420; C 0.023; N 0.180; N -0.383; N -0.460; O 0.105; Cl 0.553; Cl 0.691; H 0.116; H 0.073; H 0.114; H 0.070; H 0.069; H 0.076; H 0.074